Density functional theory data (ωB97M-V/def2-TZVPD) for one molecule with the formula C4H9N.

Atoms and positions in Å:
C 1.5776 1.4951 -0.1529
C -1.2785 -0.4264 0.9803
C -0.3084 -1.0816 0.1455
C -0.0412 -0.1840 -1.1647
N 0.3911 1.4437 -0.5561
H 1.8638 2.3825 0.4420
H 2.3369 0.6810 -0.2717
H -2.0615 -0.0197 0.3814
H -1.7326 -1.1463 1.7021
H -0.8465 0.5241 1.4770
H -0.5865 -2.1538 -0.0611
H 0.6665 -0.9657 0.5863
H 0.8889 -0.4750 -1.6113
H -0.8698 -0.0738 -1.8970

- structure (SMILES) = C=NCCC
- frontier orbital gap (eV) = 10.49
- highest occupied orbital energy (eV) = -9.32
- relative energy (zero: lowest compared OMol25 entry of this formula, charge and spin) (kcal/mol) = 48.6
- net charge = 0

---

Density functional theory data (ωB97M-V/def2-TZVPD) for C4H6O7Yb as an isolated structure.

Atoms and positions in Å:
O 1.1629 -0.5931 0.7383
C -0.1264 -0.3639 0.3229
C -0.1678 0.2121 -1.0883
O 0.4871 -0.6832 -1.9883
C -0.0069 -1.9046 -1.9691
O -0.3970 -2.3785 -0.9072
O 0.3203 -2.5644 -3.0461
H 1.2077 -1.2947 1.3993
H -0.9767 -0.9618 0.6621
H 0.3930 1.1505 -1.1555
H -1.2050 0.3480 -1.4087
H 0.6025 -3.4648 -2.8307
O -0.2977 3.0873 0.7792
C -0.0784 2.1061 1.6122
O -0.6069 0.9314 1.4337
O 0.5473 2.3268 2.6560
Yb 0.0147 1.2533 4.7500
H -0.8729 2.7935 0.0404

- frontier orbital gap (alpha / beta) (eV) = 6.43 / 8.68
- highest occupied orbital energy (alpha / beta) (eV) = -9.51 / -12.65
- ⟨S²⟩ = 0.75
- multiplicity = 2
- relative energy (zero: lowest compared OMol25 entry of this formula, charge and spin) (kcal/mol) = 0.0
- net charge = +1

---

Density functional theory data (ωB97M-V/def2-TZVPD) for a 17-piece molecular cluster, C7H39BO19 overall.

Atoms and positions in Å:
C 2.4442 -1.1417 1.1086
B 1.6064 0.1866 1.1914
O 2.1369 1.3989 1.5577
C 0.0492 0.0353 0.8427
C -0.3489 0.0556 -0.4351
C -1.8063 -0.1331 -0.6649
O -2.4281 0.4869 -1.5141
C -2.4394 -1.1392 0.2446
C -2.0579 -1.1628 1.5213
C -1.0068 -0.1754 1.8931
O -0.9800 0.4010 2.9645
H 2.2880 -1.6732 2.0522
H 3.4907 -0.9767 0.8795
H 2.0128 -1.7644 0.3268
H 2.3882 1.9200 0.7846
H 0.3453 0.1719 -1.2569
H -3.1707 -1.8248 -0.1576
H -2.4428 -1.8576 2.2497
O -3.4568 -3.8586 -1.3575
H -2.8113 -3.4985 -1.9748
H -4.0466 -4.3780 -1.9154
O 4.8924 1.9125 0.3363
H 5.2901 2.7870 0.3289
H 4.4650 1.8600 1.1971
O -5.1140 -0.1730 -0.9134
H -5.6493 -0.0735 -1.7093
H -4.4120 0.4772 -1.0267
O -3.9058 0.2500 3.6350
H -2.9914 -0.0199 3.7624
H -3.8391 1.1165 3.2154
O 6.3054 3.2717 -1.6611
H 6.8949 3.5595 -2.3641
H 5.6500 2.7167 -2.0985
O -2.5714 -6.3545 0.0207
H -2.5353 -6.8907 -0.7787
H -2.9710 -5.5240 -0.2710
O -3.9199 -8.3232 -1.9194
H -4.6149 -8.7278 -1.3916
H -3.9784 -8.7604 -2.7741
O 3.3081 0.4159 -1.4013
H 3.7997 0.6225 -2.2053
H 3.7307 0.9744 -0.7294
O -5.3851 0.4859 -3.6880
H -4.4927 0.2153 -3.4280
H -5.2518 1.3160 -4.1579
O 3.5945 3.9200 1.5946
H 3.9783 4.8064 1.5888
H 3.1622 3.8477 2.4525
O 1.5363 1.1323 4.2372
H 1.3619 2.0733 4.3235
H 0.6691 0.7605 4.0235
O 3.7633 6.0493 -0.2048
H 4.3596 6.3520 -0.8962
H 3.1224 5.4956 -0.6612
O 5.3811 1.0959 -3.9893
H 6.2961 0.8412 -3.8302
H 5.4418 1.9567 -4.4150
O 3.6136 0.9685 6.7325
H 3.0024 1.0694 5.9920
H 4.2943 1.6283 6.5757
O -3.6593 2.0512 1.3479
H -3.0455 2.4407 0.7173
H -4.2681 1.5308 0.8097
O -4.6922 -2.2722 -4.8256
H -4.8509 -1.3219 -4.7656
H -5.5315 -2.6317 -5.1259

- frontier orbital gap (eV) = 8.70
- highest occupied orbital energy (eV) = -9.74
- net charge = 0

---

Density functional theory data (ωB97M-V/def2-TZVPD) for C4H9N3 as an isolated structure.

Atoms and positions in Å:
C 1.0241 -0.3627 1.8120
C 1.9098 0.3632 -0.2171
N 1.4646 0.6817 0.9152
H 1.1742 -1.3781 1.4159
H 1.5586 -0.2619 2.7587
H -0.0382 -0.2152 2.0166
H 2.2516 1.1429 -0.8919
H 1.9954 -0.6734 -0.5707
C -1.5770 -1.1165 -1.1176
C -1.4987 1.3387 -0.2450
N -1.9212 0.2564 0.2017
N -0.8983 -0.7133 -2.0420
H -0.5840 -1.3453 -2.7742
H -2.3375 -1.3607 -0.3829
H -1.0553 1.4114 -1.2617
H -1.4682 2.2329 0.3831

- frontier orbital gap (eV) = 9.11
- highest occupied orbital energy (eV) = -8.34
- relative energy (zero: lowest compared OMol25 entry of this formula, charge and spin) (kcal/mol) = 122.6
- net charge = 0

---

Density functional theory data (ωB97M-V/def2-TZVPD) for one molecule with the formula C8H12Cl2N2.

Atoms and positions in Å:
Cl 3.7238 -1.5425 -1.0551
Cl 0.0525 -3.1461 0.0427
N 1.4547 0.0770 1.7507
N 0.2121 0.1174 1.9008
C -1.6662 1.9518 -0.9609
C -1.7663 -0.6633 0.5980
C -0.8518 1.6692 0.3289
C 2.3233 -1.4348 0.0621
C 1.0055 -1.7593 -0.6330
C 1.8610 -0.0155 0.3446
C 0.5748 -0.2754 -0.4418
C -0.4836 0.1773 0.5822
H -2.6263 1.4718 -0.8437
H -1.1860 1.5397 -1.8510
H -1.8550 3.0127 -1.1494
H -2.5810 -0.1200 1.1307
H -2.0361 -0.9332 -0.4151
H -1.6260 -1.5498 1.2104
H -1.3891 2.0608 1.2114
H 0.0788 2.2352 0.2641
H 2.5185 -2.0425 0.9348
H 1.1694 -1.9148 -1.6963
H 2.5356 0.7856 0.0536
H 0.5573 0.2990 -1.3690

- structure (SMILES) = CC[C@]1(C)N=N[C@H]2[C@H](Cl)[C@@H](Cl)[C@H]21
- frontier orbital gap (eV) = 10.32
- highest occupied orbital energy (eV) = -9.68
- relative energy (zero: lowest compared OMol25 entry of this formula, charge and spin) (kcal/mol) = 0.0
- net charge = 0

---

Density functional theory data (ωB97M-V/def2-TZVPD) for one molecule with the formula C6H9N.

Atoms and positions in Å:
C -0.6645 0.4718 2.5404
C -0.2193 -0.0191 1.2158
C -0.4274 0.6909 -0.0449
C 0.1488 -0.0326 -1.0171
C 0.2518 0.2519 -2.4780
C 0.7258 -1.2310 -0.3299
N 0.3900 -1.1415 1.0740
H -0.1096 0.0247 3.3529
H -0.5937 1.5428 2.6893
H -1.7059 0.2378 2.7308
H -0.9477 1.6336 -0.1399
H -0.0232 -0.6237 -3.0725
H 1.2765 0.5173 -2.7573
H -0.3968 1.0786 -2.7752
H 0.4841 -2.2034 -0.7694
H 1.8112 -1.1982 -0.2188

- structure (SMILES) = CC1=CC(C)=NC1
- frontier orbital gap (eV) = 10.10
- highest occupied orbital energy (eV) = -9.12
- relative energy (zero: lowest compared OMol25 entry of this formula, charge and spin) (kcal/mol) = 16.0
- net charge = 0

---

| no. | calculated total energy (eV) | M (Da) | maximum force (eV/Å) |
| --- | --- | --- | --- |
| 1 | -5781.706 | 71.123 | 3.74 |
| 2 | -50099.199 | 339.125 | 3.67 |
| 3 | -47471.204 | 438.182 | 0.77 |
| 4 | -8759.207 | 99.137 | 4.01 |
| 5 | -36514.236 | 207.104 | 1.88 |
| 6 | -7857.465 | 95.145 | 0.92 |